1.
An isolated molecule of C18H32O2, computed with the ωB97M-V functional and the def2-TZVPD basis.

Results
* relative energy (zero: lowest compared OMol25 entry of this formula, charge and spin): 0.132 eV
* SMILES: CCCCC/C=C\C=C\CCCCCCCCC(=O)O
* E_tot: -23280.5111 eV
* HOMO energy: -8.532 eV
* LUMO: 0.7622 eV

```
! RIJCOSX wB97M-V def2-TZVPD def2/J DEFGRID3
* xyz 0 1
C -2.5155 -3.6045 -1.7573
C -1.6099 -3.5249 -0.5339
C -0.2501 -2.9175 -0.8703
C 0.6648 -2.8486 0.3498
C 1.9895 -2.1511 0.0322
C 2.9120 -2.1630 1.2078
C 3.6912 -1.1679 1.6291
C 3.8520 0.1459 1.0278
C 3.8794 0.4211 -0.2735
C 3.9877 1.7987 -0.8423
C 2.6580 2.2221 -1.4837
C 1.5656 2.4203 -0.4352
C 0.1946 2.6340 -1.0717
C -0.8952 2.9881 -0.0580
C -1.1036 1.9558 1.0535
C -1.3871 0.5324 0.5733
C -2.6522 0.4199 -0.2792
C -3.8851 0.7474 0.5212
O -4.1202 0.3735 1.6383
O -4.7395 1.5169 -0.1705
H -2.6709 -2.6168 -2.1877
H -3.4852 -4.0182 -1.4904
H -2.0703 -4.2392 -2.5206
H -1.4654 -4.5281 -0.1268
H -2.0921 -2.9236 0.2405
H 0.2297 -3.5164 -1.6486
H -0.3953 -1.9124 -1.2740
H 0.8626 -3.8620 0.7072
H 0.1601 -2.3071 1.1531
H 2.4671 -2.6694 -0.8066
H 1.7974 -1.1225 -0.2792
H 2.8982 -3.0831 1.7792
H 4.2517 -1.3109 2.5461
H 3.9937 0.9556 1.7359
H 3.8076 -0.3755 -1.0004
H 4.7702 1.8174 -1.6056
H 4.2535 2.5121 -0.0597
H 2.3451 1.4532 -2.1948
H 2.8029 3.1500 -2.0413
H 1.5398 1.5424 0.2122
H 1.8153 3.2837 0.1858
H -0.0893 1.7366 -1.6252
H 0.2641 3.4502 -1.7959
H -1.8346 3.1411 -0.5938
H -0.6375 3.9396 0.4139
H -1.9370 2.2876 1.6774
H -0.2164 1.9294 1.6886
H -1.5104 -0.1064 1.4501
H -0.5377 0.1586 0.0022
H -2.6147 1.0695 -1.1522
H -2.7619 -0.6122 -0.6217
H -5.5341 1.7002 0.3553
*
```

Here are the Löwdin charges for atoms 1 to 4, given in e: -0.12, -0.28, -0.24, -0.22


2.
The ion C18H33BClIN2O7P with charge -1, computed with the ωB97M-V functional and the def2-TZVPD basis.

Results
* SMILES: C=CC[C@@](NCCCC)(O[C@@](B(O)OC)(C(=O)[O-])[C@@H](Cl)O[C@@H](N)CC(=O)I)P(C)CC
* E_tot: -67104.3653 eV
* HOMO energy: -4.987 eV
* LUMO: 2.3048 eV

```
! RIJCOSX wB97M-V def2-TZVPD def2/J DEFGRID3
* xyz -1 1
C -2.2375 3.3412 -1.6932
C -1.4960 3.2898 -0.5733
C -0.8844 2.1083 0.1246
C -1.0045 0.7530 -0.5573
N -0.5043 0.8586 -1.8901
C -0.0708 -0.3395 -2.5789
C 0.6962 0.0640 -3.8533
C -0.1681 -0.0880 -5.1164
C 0.3596 0.7247 -6.2964
O -0.4871 -0.3505 0.1821
C 0.7949 -0.3622 0.8239
B 1.1534 -1.9241 0.9468
O 1.3460 -2.6441 -0.2331
O 1.1581 -2.6105 2.1571
C 0.0284 -3.4637 2.2832
C 2.0710 0.1819 0.1208
O 3.0285 -0.5999 0.3139
O 2.0654 1.2760 -0.4532
C 0.7389 0.3184 2.1993
Cl -0.7839 -0.1501 3.1055
O 1.9010 0.0510 2.8974
C 2.1415 0.8492 4.0365
N 1.5599 0.3498 5.2559
C 3.6813 0.9297 4.1677
C 4.3915 -0.3073 3.6691
O 5.0838 -0.3699 2.7190
I 4.1262 -2.1286 4.8602
P -2.8881 0.2872 -0.7013
C -3.7829 1.2014 0.6262
C -3.0417 -1.4338 -0.0452
C -2.4069 -2.4905 -0.9440
H -3.1010 4.0028 -1.7130
H -2.0147 2.7757 -2.5871
H -1.3052 4.2360 -0.0637
H -1.3162 2.0946 1.1291
H 0.1867 2.3034 0.2767
H 0.1156 1.6452 -2.0094
H 0.5704 -0.9872 -1.9793
H -0.9661 -0.8729 -2.9182
H 1.6160 -0.5161 -3.9451
H 0.9851 1.1183 -3.8014
H -0.2325 -1.1480 -5.3708
H -1.1594 0.2877 -4.8475
H 0.0830 1.7767 -6.2197
H 1.4361 0.6112 -6.4353
H -0.1029 0.3665 -7.2228
H 2.2901 -2.8242 -0.2966
H 0.2444 -4.4678 1.9071
H -0.8428 -3.0799 1.7417
H -0.2416 -3.5351 3.3376
H 0.6578 1.4017 2.0916
H 1.7887 1.8768 3.9029
H 0.6107 0.6715 5.3666
H 1.5989 -0.6600 5.2981
H 4.0541 1.7276 3.5240
H 3.9301 1.1307 5.2066
H -3.2816 1.2223 1.5970
H -4.7528 0.7125 0.7446
H -3.9779 2.2150 0.2810
H -4.1202 -1.6197 0.0021
H -2.6375 -1.4916 0.9695
H -1.3178 -2.4396 -0.9044
H -2.6799 -3.4995 -0.6239
H -2.6869 -2.3561 -1.9914
*
```

Here are the Löwdin charges for atoms 1 to 4, given in e: -0.04, -0.17, -0.18, -0.58


3.
A cluster of 4 separate species, C18H33BrFN6O7P in total, computed with the ωB97M-V functional and the def2-TZVPD basis.

Results
* SMILES: COCCCCCC1=C(C[C@@H](C)F)C(=O)C(P(O)Br)=CC1=O.NC(N)=O.NC(N)=O.NC(N)=O
* E_tot: -124526.4338 eV
* HOMO energy: -9.299 eV
* LUMO: -1.7966 eV

```
! RIJCOSX wB97M-V def2-TZVPD def2/J DEFGRID3
* xyz 0 1
C -3.0747 2.5878 -1.9853
O -2.9314 2.5575 -3.3923
C -2.0598 1.5380 -3.8490
C -0.5894 1.9368 -3.7631
C 0.3392 0.8011 -4.2425
C 1.6873 0.6996 -3.4920
C 1.9027 -0.6058 -2.6854
C 1.1161 -0.6637 -1.4057
C 1.6086 -0.4075 -0.1675
C 3.0470 -0.0668 0.1302
C 3.4666 1.3200 -0.3461
C 2.6381 2.4660 0.2164
F 4.8034 1.4805 0.0679
C 0.6919 -0.5567 1.0133
O 1.1214 -0.8779 2.1171
C -0.7681 -0.3551 0.7937
P -1.8943 -0.0032 2.2328
O -3.3030 -0.3937 1.4846
Br -2.0253 2.2105 2.0987
C -1.2393 -0.5627 -0.4539
C -0.3188 -1.0853 -1.4981
O -0.7286 -1.8657 -2.3491
H -3.9002 1.9459 -1.6585
H -3.2950 3.6124 -1.6818
H -2.1519 2.2926 -1.4771
H -2.2464 0.6011 -3.3039
H -2.3262 1.3586 -4.8943
H -0.3426 2.2487 -2.7424
H -0.4640 2.8081 -4.4115
H 0.5727 1.0032 -5.2917
H -0.1931 -0.1510 -4.2334
H 2.4891 0.7320 -4.2333
H 1.8143 1.5739 -2.8479
H 1.5885 -1.4332 -3.3269
H 2.9681 -0.7256 -2.4799
H 3.2212 -0.1706 1.2018
H 3.6848 -0.8023 -0.3732
H 3.4971 1.3504 -1.4382
H 3.1222 2.8460 1.1165
H 2.5673 3.2839 -0.5007
H 1.6265 2.1518 0.4770
H -3.2535 -1.2869 1.1098
H -2.2869 -0.4572 -0.7182
N 1.2306 2.0143 4.2622
C 1.0441 3.3261 3.9190
N 0.9810 4.2013 4.9691
O 0.9376 3.6921 2.7605
H 1.3146 1.6977 5.2088
H 1.2765 1.3368 3.5231
H 0.8428 5.1691 4.7499
H 1.0632 3.9234 5.9277
N -3.9791 -2.7349 -1.5994
C -4.2182 -3.2438 -0.3539
N -5.5318 -3.3296 0.0114
O -3.3081 -3.5653 0.3963
H -4.6982 -2.4089 -2.2164
H -3.0153 -2.6616 -1.8841
H -5.7303 -3.6880 0.9263
H -6.2908 -3.0609 -0.5844
N 1.6815 -3.1940 4.1281
C 2.3371 -4.3650 4.3813
N 2.7145 -5.0726 3.2687
O 2.5742 -4.7579 5.5105
H 1.4817 -2.8496 3.2076
H 1.3880 -2.6548 4.9192
H 3.1962 -5.9377 3.4191
H 2.5266 -4.7716 2.3324
*
```

Here are the Löwdin charges for atoms 1 to 4, given in e: -0.11, -0.18, -0.24, -0.17


4.
A structure of composition C18H33F5N8O6P2STeZn, computed with the ωB97M-V functional and the def2-TZVPD basis.

Results
* E_tot: -142125.4973 eV
* HOMO energy: -7.780 eV
* LUMO: 0.1146 eV

```
! RIJCOSX wB97M-V def2-TZVPD def2/J DEFGRID3
* xyz 0 1
Zn 0.1953 -0.2558 0.5615
N -6.9750 -2.6811 3.1963
C -6.0053 -2.1551 2.3807
C -4.7656 -2.7927 2.2534
C -3.7834 -2.2546 1.4515
C -4.0218 -1.0702 0.7654
C -5.2439 -0.4233 0.8832
C -6.2308 -0.9623 1.6847
S -2.7742 -0.3996 -0.2622
O -3.3720 0.5177 -1.1899
O -1.9704 -1.4836 -0.7956
N -1.7306 0.3055 0.7750
C -2.0559 1.3053 1.6090
N -3.1540 2.0471 1.4474
C -3.2629 3.1273 2.1993
C -2.2895 3.5215 3.1067
C -1.2598 2.6237 3.3138
N -1.1706 1.4959 2.6194
H -6.8576 -3.5973 3.5850
H -7.9030 -2.3033 3.1779
H -4.5764 -3.7079 2.8001
H -2.8193 -2.7380 1.3698
H -5.4059 0.4980 0.3449
H -7.1859 -0.4606 1.7799
H -4.1688 3.7107 2.0680
H -2.3691 4.4323 3.6786
H -0.5060 2.7649 4.0765
C 1.8591 3.3149 -0.1533
N 2.5119 2.4664 -1.1579
C 2.0355 2.7136 -2.5134
P 2.9417 0.9828 -0.6128
O 2.1431 0.4695 0.5277
O 2.8084 0.0192 -1.9227
P 1.3596 -0.6280 -2.2759
O 0.3133 0.0633 -1.4751
N 1.4332 -2.2249 -1.9290
C 2.5878 -2.9645 -2.4282
C 0.8930 -2.7353 -0.6646
N 1.2139 -0.3496 -3.8772
C -0.0794 -0.7533 -4.4374
C 2.3145 -0.3556 -4.8254
N 4.5243 0.9928 -0.2236
C 5.0400 0.0013 0.7181
C 5.5006 1.5008 -1.1726
H 2.0743 4.3592 -0.3815
H 2.2296 3.0858 0.8440
H 0.7753 3.1612 -0.1630
H 2.2027 3.7650 -2.7506
H 0.9681 2.4913 -2.6121
H 2.5887 2.1123 -3.2313
H 2.9170 -2.5699 -3.3888
H 2.3069 -4.0084 -2.5686
H 3.4257 -2.9138 -1.7257
H -0.1156 -2.3466 -0.5082
H 1.5398 -2.5146 0.1919
H 0.7933 -3.8174 -0.7514
H -0.8456 -0.7413 -3.6629
H -0.0229 -1.7569 -4.8696
H -0.3640 -0.0426 -5.2138
H 3.2456 -0.0914 -4.3291
H 2.1176 0.3834 -5.6047
H 2.4290 -1.3323 -5.3074
H 4.2600 -0.2820 1.4199
H 5.8652 0.4463 1.2749
H 5.4102 -0.8890 0.1982
H 5.0604 2.2966 -1.7713
H 5.8667 0.7105 -1.8373
H 6.3492 1.9154 -0.6268
F 1.7960 -0.6868 4.4348
Te 0.0782 -0.3323 3.6795
F -0.1899 -1.8839 4.7475
F 1.1937 1.1555 3.1323
F -1.8093 -0.6609 3.5749
F -0.3092 0.7075 5.1886
O 0.4250 -1.2976 2.1604
*
```

Here are the Löwdin charges for atoms 1 to 4, given in e: 0.65, 0.11, -0.32, -0.02


5.
A cluster of 3 separate species, C18H33FN2O4 in total, computed with the ωB97M-V functional and the def2-TZVPD basis.

Results
* SMILES: CCN(CC[C@@H]1C[C@H](F)C(=O)N1)C(C)=O.C1CCOC1.C1CCOC1
* E_tot: -33087.3938 eV
* HOMO energy: -8.987 eV
* LUMO: 0.5404 eV

```
! RIJCOSX wB97M-V def2-TZVPD def2/J DEFGRID3
* xyz 0 1
C 0.5223 -1.5241 3.4586
C -0.5090 -0.6519 4.1976
N -1.6362 -0.1109 3.4431
C -1.2915 0.7116 2.2730
C -0.3955 1.8929 2.6239
C 0.6957 2.2420 1.5974
C 1.2166 1.1528 0.6753
C 2.4806 1.8340 0.1764
F 3.2776 0.9147 -0.4772
C 3.0605 2.3214 1.5005
O 4.2287 2.3832 1.8173
N 1.9539 2.6316 2.3275
C -2.6008 -1.1159 3.0865
C -2.3522 -2.0251 1.9087
O -3.6463 -1.2061 3.7121
H 1.4971 -1.3645 3.9099
H 0.3190 -2.5819 3.5614
H 0.6259 -1.2779 2.4108
H 0.0172 0.1448 4.7028
H -0.9423 -1.2590 4.9857
H -0.8870 0.0994 1.4643
H -2.2322 1.1055 1.9022
H 0.0866 1.7795 3.5837
H -1.0336 2.7638 2.7189
H 0.3912 3.1447 1.0766
H 0.5028 1.0275 -0.1290
H 1.5256 0.2455 1.1688
H 2.2834 2.6390 -0.5219
H 2.0482 3.6184 2.5408
H -2.6580 -1.5311 0.9927
H -2.9806 -2.8945 2.0234
H -1.3202 -2.3231 1.7838
C -4.7073 -5.2655 -1.3426
C -3.2171 -5.3127 -1.6709
C -2.8712 -3.8318 -1.7410
O -3.7450 -3.1708 -0.8221
C -4.7776 -4.0688 -0.4046
H -5.0860 -6.1788 -0.8874
H -5.2854 -5.0702 -2.2483
H -2.6685 -5.7911 -0.8566
H -2.9864 -5.8426 -2.5934
H -3.0481 -3.4289 -2.7440
H -1.8374 -3.6225 -1.4623
H -4.5861 -4.3659 0.6326
H -5.7357 -3.5509 -0.4428
C 4.0275 4.1173 -5.0276
C 3.9417 2.6510 -4.6079
C 3.8593 2.7720 -3.0937
O 3.1862 4.0073 -2.8211
C 3.0984 4.7823 -4.0200
H 3.7269 4.2978 -6.0583
H 5.0478 4.4850 -4.9001
H 3.0277 2.2015 -5.0025
H 4.7862 2.0482 -4.9363
H 4.8569 2.8120 -2.6445
H 3.3082 1.9553 -2.6315
H 2.0604 4.7709 -4.3703
H 3.3769 5.8129 -3.7985
*
```

Here are the Löwdin charges for atoms 1 to 4, given in e: -0.07, -0.21, -0.09, -0.18


6.
A structure of composition C18H33IrN2O3S5, computed with the ωB97M-V functional and the def2-TZVPD basis.

Results
* E_tot: -85311.1312 eV
* HOMO energy (spin up / spin down): -17.142 / -17.372 eV
* <S²>: 0.94
* LUMO (spin up / spin down): -10.4319 / -11.0238 eV

```
! RIJCOSX wB97M-V def2-TZVPD def2/J DEFGRID3
* xyz 3 2
Ir 0.0988 0.3340 0.2410
C 0.1779 1.8174 3.6310
C 1.1550 2.5701 2.7397
S 0.6601 2.8450 0.9991
C -0.9213 3.7740 1.2023
C -1.9787 3.3492 0.2020
S -2.2722 1.5506 -0.0073
C -3.1589 1.0002 1.4882
C -2.4415 1.1310 2.8172
S -0.7415 0.4173 2.8686
H -0.5587 2.4884 4.0672
H 0.7377 1.3736 4.4559
H 2.1017 2.0365 2.6562
H 1.3640 3.5493 3.1774
H -0.6765 4.8262 1.0292
H -1.2539 3.6671 2.2306
H -1.6826 3.6643 -0.7985
H -2.9352 3.8157 0.4460
H -3.3695 -0.0458 1.2704
H -4.1050 1.5478 1.5227
H -3.0096 0.5795 3.5722
H -2.3872 2.1663 3.1444
C -3.3699 -3.4391 0.4146
O -2.1362 -3.4573 -0.3225
C -1.3002 -2.4645 -0.2274
O -1.4512 -1.4580 0.4750
N -0.1992 -2.6399 -0.9958
N 0.8477 -1.7005 -0.9622
H -3.7421 -4.4610 0.3846
H -4.0910 -2.7801 -0.0693
H -3.1993 -3.1274 1.4463
H -0.1058 -3.4920 -1.5399
H 1.0686 -1.3960 -1.9123
H 1.6849 -2.1307 -0.5596
C 2.3340 1.1809 -4.1584
C 0.8788 1.4360 -4.4629
S -0.2339 0.4803 -3.3337
O 0.0023 1.0781 -1.9520
C -1.8429 1.1834 -3.8936
C -2.7715 0.0385 -4.2423
H 2.9482 1.7526 -4.8549
H 2.5882 0.1299 -4.2866
H 2.5834 1.4984 -3.1482
H 0.6121 1.0713 -5.4550
H 0.6210 2.4894 -4.3625
H -1.6593 1.8100 -4.7635
H -2.2272 1.7908 -3.0756
H -2.3601 -0.5645 -5.0474
H -3.7281 0.4246 -4.5818
H -2.9405 -0.6019 -3.3802
S 2.7114 0.0314 1.0898
C 3.3147 -1.4577 1.6899
C 4.7170 -1.5693 1.8537
C 5.2647 -2.7424 2.3182
C 4.4412 -3.8192 2.6458
C 3.0530 -3.7081 2.5075
C 2.4880 -2.5483 2.0311
H 5.3493 -0.7300 1.6076
H 6.3348 -2.8321 2.4335
H 4.8678 -4.7398 3.0139
H 2.4264 -4.5420 2.7821
H 1.4156 -2.4497 1.9381
*
```

Here are the Löwdin charges for atoms 1 to 4, given in e: 0.85, -0.44, -0.48, 0.91